1.
Below is a gas-phase ion, C4H8O4P (charge +1) in a non-equilibrium geometry, with properties calculated with ωB97M-V/def2-TZVPD.

Structure (XYZ):
```
17
Properties=species:S:1:pos:R:3:forces:R:3:mulliken_charge:R:1
C 0.45355 1.53792 0.57261 1.220 2.071 0.313 -0.58
C -0.90756 1.36212 -0.03940 1.461 -1.471 0.393 -0.60
C 1.32769 0.43809 0.10610 1.116 -2.969 0.743 -0.60
C -1.36553 -0.04983 0.37131 -1.461 0.216 1.878 -0.73
O 0.27519 -2.64203 -2.07919 0.321 0.468 1.691 0.42
O 0.68849 -3.61297 -1.53911 -0.164 -0.057 -0.285 0.04
O 0.12460 -1.50923 -1.28259 -0.448 -0.722 -2.943 -0.09
O 0.33002 -2.02712 1.41034 0.252 -1.274 0.339 -0.62
P 0.15958 -1.05700 0.36175 0.040 2.429 1.798 0.77
H 1.07781 2.44441 0.26029 -1.439 -0.599 0.456 0.32
H 0.43159 1.51561 1.67544 -0.095 0.204 -0.352 0.37
H -1.52837 2.19455 0.05952 -1.483 0.898 0.615 0.41
H -0.69446 1.25500 -1.06545 -0.099 0.214 -1.710 0.30
H 1.44891 0.30913 -1.01110 0.812 1.092 1.322 0.38
H 2.22099 0.38131 0.87105 -1.253 -0.485 -2.266 0.35
H -1.76129 -0.20487 1.44357 1.168 0.588 -1.003 0.36
H -2.28119 -0.33509 -0.11515 0.052 -0.603 -0.988 0.49
```
Forces are in eV/Å.

Energy relative to the best compared isomer or geometry (same formula, charge and spin)   10.7 kcal/mol
Gap between HOMO and LUMO (spin up / spin down)   4.99 / 5.01 eV
Net charge   +1
E_LUMO (spin up / spin down)   -9.58 / -9.57 eV
DFT total energy   -798.9417 Eh

---

2.
Below is 2 unconnected molecules or ions with the total composition C4H8O4S4 in a non-equilibrium geometry, with properties calculated with ωB97M-V/def2-TZVPD.

Structure (XYZ):
```
20
Properties=species:S:1:pos:R:3:forces:R:3:mulliken_charge:R:1
C -0.88284 -1.70313 1.59270 0.304 -1.063 0.431 -0.06
C -0.36902 -0.49258 1.50807 -0.728 0.760 -0.094 0.41
C -1.91758 0.06557 -2.36177 0.248 -1.002 -1.726 -0.76
C 1.90510 1.46210 1.04686 -1.824 -1.804 2.093 -0.77
O 0.15911 1.20058 -1.31105 0.128 -0.582 -1.283 -0.66
O -0.02293 -1.39574 -1.43076 -3.809 1.669 -4.328 -0.41
O 1.84572 -1.22033 0.47898 0.190 0.669 0.086 -0.73
O 1.94802 -0.52529 2.83932 -0.263 0.154 -0.158 -0.61
S -1.34756 -3.19439 1.78993 0.346 1.666 -0.319 -0.30
S -1.39542 0.96467 1.31716 0.474 -0.232 -0.013 -0.16
S -0.09395 0.09113 -2.28758 -0.577 -1.267 1.892 0.53
S 1.41350 -0.29100 1.52153 0.674 -0.320 0.471 1.14
H -2.26499 0.59799 -1.53764 -0.427 0.979 1.466 0.26
H -2.34572 0.47632 -3.28113 0.595 0.315 0.020 0.33
H -2.31398 -0.93703 -2.31715 0.308 -0.503 0.160 0.31
H 2.96587 1.22303 0.98879 -0.006 0.709 -0.529 0.39
H 1.24920 1.63254 0.21551 0.902 0.475 -0.875 0.25
H 1.58894 2.12171 1.89234 0.649 -0.647 -0.570 0.33
H 0.63713 -1.41908 -0.80792 3.466 0.218 2.708 0.41
H -0.75860 1.34293 0.14380 -0.649 -0.196 0.568 0.11
```
Forces are in eV/Å.

Gap between HOMO and LUMO   7.54 eV
E_LUMO   -1.19 eV
DFT total energy   -2050.7975 Eh